[1]
{
  "formula": "C35H31N3P2PtS",
  "method": "wB97M-V/def2-TZVPD",
  "species": ["Pt", "C", "P", "C", "C", "C", "C", "C", "C", "C", "C", "C", "C", "C", "C", "C", "C", "C", "C", "C", "P", "C", "C", "C", "C", "C", "C", "C", "C", "C", "C", "C", "C", "N", "H", "H", "H", "H", "H", "H", "H", "H", "H", "H", "H", "H", "H", "H", "H", "H", "H", "H", "H", "H", "H", "H", "H", "H", "H", "H", "C", "C", "C", "C", "N", "C", "S", "N", "H", "H", "H", "H", "H"],
  "xyz": [[-0.251, 0.434, 0.737], [-3.121, 1.704, 1.786], [-2.382, 1.157, 0.233], [-1.258, 2.155, -0.563], [-0.995, 1.935, -1.989], [-0.047, 2.627, -2.601], [0.823, 3.587, -1.853], [0.383, 3.926, -0.463], [-0.627, 3.292, 0.117], [-3.380, 0.033, -0.707], [-3.444, -1.300, -0.299], [-4.322, -2.157, -0.943], [-5.120, -1.687, -1.977], [-5.055, -0.357, -2.378], [-4.190, 0.514, -1.741], [-2.561, 0.723, 2.764], [-3.009, 0.185, 3.937], [-2.010, -0.722, 4.386], [-0.996, -0.695, 3.467], [0.320, -1.389, 3.377], [0.679, -1.514, 1.602], [-0.271, -2.843, 0.859], [-0.893, -3.818, 1.635], [-1.601, -4.840, 1.017], [-1.681, -4.892, -0.368], [-1.065, -3.917, -1.144], [-0.368, -2.889, -0.534], [2.424, -1.838, 1.377], [3.347, -0.993, 1.999], [4.701, -1.230, 1.859], [5.141, -2.300, 1.088], [4.229, -3.134, 0.459], [2.868, -2.906, 0.599], [-1.306, 0.203, 2.468], [-4.202, 1.623, 1.660], [-2.877, 2.749, 1.993], [-1.588, 1.206, -2.525], [0.146, 2.498, -3.659], [0.856, 4.519, -2.410], [0.892, 4.737, 0.043], [-0.945, 3.556, 1.118], [-2.819, -1.660, 0.511], [-4.383, -3.191, -0.635], [-5.804, -2.361, -2.474], [-5.685, 0.001, -3.181], [-4.150, 1.554, -2.039], [-3.935, 0.422, 4.435], [-2.024, -1.296, 5.298], [0.332, -2.372, 3.848], [1.128, -0.807, 3.828], [-0.840, -3.791, 2.715], [-2.083, -5.598, 1.619], [-2.223, -5.698, -0.845], [-1.128, -3.960, -2.223], [0.106, -2.123, -1.140], [3.012, -0.146, 2.587], [5.415, -0.585, 2.352], [6.201, -2.487, 0.984], [4.576, -3.968, -0.135], [2.161, -3.568, 0.119], [2.928, 5.308, -2.745], [3.216, 3.877, -2.410], [4.465, 3.360, -2.616], [4.655, 2.005, -2.355], [3.719, 1.259, -1.814], [2.529, 1.776, -1.517], [1.700, 0.518, -0.592], [2.233, 3.064, -1.888], [3.855, 5.785, -3.049], [2.532, 5.852, -1.886], [2.224, 5.403, -3.573], [5.252, 3.979, -3.018], [5.591, 1.510, -2.585]],
  "e_lumo_ev": -6.3648,
  "de_lowest_ev": 1.107,
  "charge": 2,
  "multiplicity": 1,
  "gap_ev": 6.662,
  "e_homo_ha": -0.47874
}

[2]
{
  "formula": "C36H40F5N6OPReSe2Te",
  "method": "wB97M-V/def2-TZVPD",
  "species": ["Re", "C", "C", "C", "C", "C", "C", "C", "N", "C", "C", "C", "C", "C", "C", "C", "N", "C", "C", "C", "C", "H", "H", "H", "H", "H", "H", "H", "H", "H", "H", "H", "H", "H", "H", "H", "H", "H", "H", "H", "H", "H", "H", "H", "H", "Se", "P", "Se", "C", "C", "C", "C", "C", "C", "C", "C", "C", "C", "C", "C", "H", "H", "H", "H", "H", "H", "H", "H", "H", "H", "N", "C", "C", "N", "C", "C", "N", "C", "C", "N", "H", "H", "H", "H", "H", "H", "F", "Te", "F", "F", "F", "F", "O"],
  "xyz": [[-0.295, -0.240, -0.220], [1.163, 6.724, 0.000], [2.205, 5.644, -0.288], [3.184, 5.554, 0.895], [2.970, 6.013, -1.567], [1.576, 4.272, -0.443], [2.342, 3.178, -0.841], [1.796, 1.915, -0.866], [0.523, 1.684, -0.516], [-0.268, 2.737, -0.218], [0.233, 4.021, -0.160], [-1.672, 2.391, 0.064], [-2.693, 3.308, 0.159], [-3.998, 2.898, 0.443], [-4.190, 1.533, 0.637], [-3.135, 0.653, 0.511], [-1.897, 1.061, 0.205], [-5.114, 3.920, 0.568], [-6.484, 3.253, 0.688], [-4.844, 4.750, 1.835], [-5.107, 4.839, -0.662], [1.659, 7.691, 0.056], [0.660, 6.564, 0.955], [0.413, 6.789, -0.790], [3.634, 6.531, 1.065], [3.983, 4.842, 0.699], [2.673, 5.250, 1.809], [3.401, 7.006, -1.452], [2.309, 6.033, -2.433], [3.787, 5.327, -1.774], [3.381, 3.287, -1.109], [2.387, 1.052, -1.131], [-0.422, 4.826, 0.127], [-2.477, 4.355, 0.012], [-5.158, 1.131, 0.884], [-3.268, -0.403, 0.683], [-6.573, 2.662, 1.598], [-6.703, 2.616, -0.168], [-7.252, 4.023, 0.729], [-4.874, 4.128, 2.728], [-5.610, 5.517, 1.931], [-3.876, 5.247, 1.794], [-5.193, 4.269, -1.586], [-4.211, 5.454, -0.715], [-5.959, 5.514, -0.606], [0.360, -0.302, 2.123], [2.639, -0.170, 2.400], [3.860, -0.516, 0.718], [2.849, 1.478, 3.128], [1.896, 2.028, 3.986], [2.137, 3.244, 4.601], [3.329, 3.917, 4.368], [4.274, 3.376, 3.512], [4.039, 2.160, 2.890], [2.872, -1.392, 3.710], [1.996, -1.447, 4.796], [2.212, -2.360, 5.811], [3.298, -3.224, 5.747], [4.169, -3.170, 4.672], [3.960, -2.257, 3.649], [0.961, 1.518, 4.175], [1.399, 3.664, 5.269], [3.521, 4.859, 4.860], [5.203, 3.897, 3.331], [4.778, 1.735, 2.223], [1.148, -0.778, 4.859], [1.537, -2.398, 6.653], [3.465, -3.938, 6.540], [5.017, -3.837, 4.628], [4.645, -2.206, 2.813], [-0.178, -1.152, -4.310], [-1.138, -0.185, -4.497], [-1.371, 0.369, -3.280], [-0.573, -0.258, -2.354], [0.132, -1.172, -3.011], [0.994, -2.015, -2.211], [1.086, -1.720, -0.917], [1.739, -2.767, -0.316], [2.066, -3.677, -1.271], [1.587, -3.186, -2.463], [0.186, -1.759, -5.031], [-1.556, 0.022, -5.461], [-2.050, 1.153, -3.008], [1.942, -2.784, 0.738], [2.582, -4.616, -1.206], [1.636, -3.665, -3.351], [-2.016, -4.432, -0.144], [-2.635, -2.890, -0.926], [-3.843, -3.900, -1.868], [-3.219, -1.393, -1.877], [-1.425, -3.177, -2.324], [-3.967, -2.606, 0.319], [-1.479, -1.879, 0.077]],
  "e_lumo_ev": [-5.8163, -7.1104],
  "de_lowest_ev": 0.000,
  "charge": 2,
  "multiplicity": 4,
  "gap_ev": [7.111, 5.803],
  "e_homo_ha": [-0.47506, -0.47455]
}

[3]
{
  "formula": "C4H7NO",
  "method": "wB97M-V/def2-TZVPD",
  "species": ["C", "C", "C", "C", "N", "O", "H", "H", "H", "H", "H", "H", "H"],
  "xyz": [[2.227, 0.173, 0.408], [1.012, -0.110, -0.449], [-3.184, 0.390, -0.156], [0.166, -1.085, -0.132], [-3.169, 1.579, 0.026], [-3.505, -0.692, -0.393], [3.224, -0.201, 0.025], [2.168, -0.372, 1.420], [1.004, 0.276, -1.417], [-0.348, -1.580, -0.852], [0.321, -1.619, 0.747], [2.436, 1.185, 0.598], [-2.351, 2.057, 0.176]],
  "e_lumo_ev": 0.8114,
  "de_lowest_ev": 1.982,
  "multiplicity": 1,
  "gap_ev": 10.698,
  "e_homo_ha": -0.36333,
  "smiles": "N=C=O.C=CC"
}

[4]
{
  "formula": "H2N3O2",
  "method": "wB97M-V/def2-TZVPD",
  "species": ["N", "N", "N", "O", "O", "H", "H"],
  "xyz": [[0.639, 0.945, -0.053], [-1.744, 0.391, -0.359], [1.245, -0.124, 0.062], [2.490, 0.172, 0.209], [0.875, -1.277, -0.001], [-2.079, 0.460, 0.549], [-1.425, -0.566, -0.406]],
  "e_lumo_ev": [3.4756, 3.4750],
  "de_lowest_ev": 4.591,
  "charge": -1,
  "multiplicity": 1,
  "gap_ev": [7.177, 7.175],
  "e_homo_ha": [-0.13601, -0.13598]
}

[5]
{
  "formula": "C2H12N4O4",
  "method": "wB97M-V/def2-TZVPD",
  "species": ["O", "H", "H", "O", "H", "H", "C", "O", "N", "N", "H", "H", "H", "H", "C", "O", "N", "N", "H", "H", "H", "H"],
  "xyz": [[-2.198, -1.434, 3.009], [-2.077, -1.113, 3.903], [-1.491, -2.066, 2.883], [1.139, -7.573, 2.344], [1.939, -7.802, 1.871], [0.489, -8.204, 2.034], [3.254, -0.767, -3.960], [2.916, -1.607, -4.783], [2.513, -0.464, -2.959], [4.416, -0.171, -3.933], [2.794, 0.294, -2.353], [1.611, -0.919, -2.949], [4.642, 0.614, -3.338], [4.994, -0.230, -4.759], [-3.247, 4.408, 1.457], [-3.644, 5.455, 0.908], [-3.101, 3.280, 0.701], [-3.058, 4.209, 2.739], [-3.197, 3.336, -0.303], [-2.818, 2.401, 1.109], [-2.694, 3.324, 3.062], [-3.181, 5.030, 3.315]],
  "e_lumo_ev": 0.3679,
  "de_lowest_ev": 1.223,
  "multiplicity": 1,
  "gap_ev": 10.156,
  "e_homo_ha": -0.35971,
  "smiles": "NC(N)=O.NC(N)=O.O.O"
}

[6]
{
  "formula": "C12H25Cl6N3O3",
  "method": "wB97M-V/def2-TZVPD",
  "species": ["Cl", "C", "C", "Cl", "H", "H", "H", "H", "C", "O", "N", "C", "C", "H", "H", "H", "H", "H", "H", "H", "C", "O", "N", "C", "C", "H", "H", "H", "H", "H", "H", "H", "C", "O", "N", "C", "C", "H", "H", "H", "H", "H", "H", "H", "C", "Cl", "Cl", "Cl", "Cl"],
  "xyz": [[6.242, -3.851, -1.878], [5.738, -4.116, -0.185], [4.515, -3.289, 0.115], [4.216, -3.256, 1.877], [6.565, -3.841, 0.469], [5.582, -5.183, -0.046], [3.619, -3.671, -0.367], [4.658, -2.257, -0.198], [-2.139, 5.151, 0.460], [-1.556, 5.830, 1.271], [-1.570, 4.174, -0.300], [-0.212, 3.761, -0.072], [-2.358, 3.354, -1.185], [-3.208, 5.270, 0.208], [0.297, 4.511, 0.530], [0.304, 3.636, -1.025], [-0.171, 2.819, 0.485], [-1.928, 3.352, -2.187], [-2.396, 2.317, -0.829], [-3.383, 3.723, -1.217], [-4.496, 1.787, 4.681], [-5.081, 2.518, 5.444], [-3.681, 2.189, 3.674], [-2.968, 1.237, 2.850], [-3.466, 3.589, 3.407], [-4.556, 0.689, 4.774], [-3.301, 0.222, 3.056], [-1.895, 1.294, 3.066], [-3.110, 1.438, 1.785], [-2.403, 3.774, 3.227], [-4.025, 3.923, 2.530], [-3.766, 4.166, 4.277], [2.494, -4.096, -3.168], [2.764, -4.773, -2.196], [1.284, -3.562, -3.443], [0.203, -3.744, -2.515], [1.101, -2.650, -4.562], [3.258, -3.872, -3.931], [0.022, -2.850, -1.918], [0.433, -4.573, -1.852], [-0.729, -4.014, -3.022], [0.053, -2.662, -4.845], [1.455, -1.648, -4.321], [1.649, -3.022, -5.430], [1.188, -0.769, 0.506], [2.641, -0.169, 1.289], [1.296, -0.420, -1.227], [1.034, -2.490, 0.766], [-0.212, 0.054, 1.172]],
  "e_lumo_ev": -0.0315,
  "multiplicity": 1,
  "gap_ev": 9.360,
  "e_homo_ha": -0.34513,
  "smiles": "ClC(Cl)(Cl)Cl.CN(C)C=O.CN(C)C=O.CN(C)C=O.ClCCCl"
}

[7]
{
  "formula": "C5H7NO",
  "method": "wB97M-V/def2-TZVPD",
  "species": ["C", "C", "C", "O", "C", "N", "C", "H", "H", "H", "H", "H", "H", "H"],
  "xyz": [[-1.401, -0.443, 0.388], [-0.845, 0.483, -0.678], [0.567, 1.430, 0.081], [1.052, 0.877, 1.114], [1.813, -1.169, 0.587], [1.257, -1.674, -0.302], [-0.721, -0.864, -0.825], [-0.815, -0.366, 1.315], [-2.454, -0.705, 0.508], [-1.293, 1.169, -1.388], [-0.025, 2.349, 0.232], [1.175, 1.464, -0.847], [2.477, -0.911, 1.385], [-0.788, -1.639, -1.570]],
  "e_lumo_ev": [-0.2087, -0.2094],
  "de_lowest_ev": 5.817,
  "multiplicity": 1,
  "gap_ev": [8.667, 8.666],
  "e_homo_ha": [-0.32616, -0.32615]
}

[8]
{
  "formula": "C36H84O18",
  "method": "wB97M-V/def2-TZVPD",
  "species": ["C", "C", "O", "C", "O", "O", "H", "H", "H", "H", "C", "C", "O", "C", "O", "O", "H", "H", "H", "H", "C", "C", "O", "C", "O", "O", "H", "H", "H", "H", "C", "C", "C", "O", "H", "H", "H", "H", "H", "H", "H", "H", "C", "C", "C", "O", "H", "H", "H", "H", "H", "H", "H", "H", "C", "C", "C", "O", "H", "H", "H", "H", "H", "H", "H", "H", "C", "C", "C", "O", "H", "H", "H", "H", "H", "H", "H", "H", "C", "C", "C", "O", "H", "H", "H", "H", "H", "H", "H", "H", "C", "C", "C", "O", "H", "H", "H", "H", "H", "H", "H", "H", "C", "C", "C", "O", "H", "H", "H", "H", "H", "H", "H", "H", "C", "C", "C", "O", "H", "H", "H", "H", "H", "H", "H", "H", "C", "C", "C", "O", "H", "H", "H", "H", "H", "H", "H", "H"],
  "xyz": [[8.445, 10.653, 8.919], [6.989, 10.938, 9.285], [7.080, 11.792, 10.456], [8.361, 11.764, 10.941], [8.792, 12.364, 11.892], [9.113, 11.034, 10.117], [8.812, 11.368, 8.137], [8.741, 9.649, 8.671], [6.557, 10.047, 9.542], [6.327, 11.450, 8.564], [11.475, 7.004, 11.599], [10.145, 7.736, 11.792], [9.622, 7.638, 10.425], [10.628, 7.277, 9.568], [10.526, 7.264, 8.368], [11.742, 6.819, 10.214], [11.414, 6.066, 12.113], [12.339, 7.464, 12.023], [10.260, 8.821, 12.011], [9.456, 7.285, 12.543], [14.761, 10.278, 13.098], [15.602, 10.358, 14.330], [15.737, 11.784, 14.506], [15.251, 12.463, 13.423], [15.416, 13.672, 13.312], [14.800, 11.624, 12.515], [13.711, 10.102, 13.473], [15.034, 9.616, 12.312], [16.625, 9.947, 14.263], [15.098, 10.003, 15.258], [22.596, 10.543, 15.171], [21.270, 9.846, 15.731], [20.258, 10.909, 16.061], [20.672, 8.953, 14.725], [22.273, 11.148, 14.307], [23.241, 9.686, 14.881], [23.053, 11.018, 16.094], [21.455, 9.247, 16.610], [19.350, 10.489, 16.451], [20.058, 11.567, 15.228], [20.536, 11.485, 16.925], [21.375, 8.329, 14.389], [16.309, 8.541, 8.055], [15.395, 8.780, 9.333], [15.418, 7.631, 10.251], [15.845, 9.935, 10.016], [16.377, 9.444, 7.455], [15.841, 7.847, 7.400], [17.262, 8.191, 8.466], [14.338, 8.811, 9.037], [14.762, 7.584, 11.087], [16.451, 7.565, 10.620], [15.150, 6.765, 9.661], [15.908, 10.722, 9.451], [19.653, 10.411, 10.737], [19.037, 10.541, 12.110], [18.735, 11.991, 12.454], [17.846, 9.699, 12.143], [19.686, 9.350, 10.434], [20.688, 10.725, 10.686], [18.992, 11.012, 10.182], [19.675, 10.006, 12.783], [19.630, 12.640, 12.450], [18.210, 11.974, 13.375], [18.014, 12.342, 11.746], [17.142, 9.853, 11.449], [17.998, 6.067, 13.422], [17.060, 7.132, 13.945], [15.743, 6.674, 14.337], [17.754, 7.745, 15.096], [17.522, 5.201, 12.872], [18.685, 5.651, 14.206], [18.681, 6.554, 12.711], [17.029, 7.914, 13.245], [15.779, 6.126, 15.258], [15.166, 5.971, 13.719], [15.092, 7.478, 14.539], [18.600, 8.186, 14.855], [13.711, 14.546, 17.570], [13.109, 15.936, 17.393], [11.683, 15.959, 17.659], [13.661, 16.951, 18.281], [14.541, 14.356, 16.917], [12.957, 13.833, 17.290], [14.038, 14.579, 18.603], [13.154, 16.234, 16.307], [11.172, 15.069, 17.196], [11.103, 16.778, 17.305], [11.495, 15.918, 18.727], [14.563, 17.130, 18.021], [19.425, 15.035, 14.128], [18.691, 15.989, 13.223], [17.426, 16.494, 13.812], [19.638, 17.106, 12.960], [20.380, 14.760, 13.696], [18.868, 14.149, 14.438], [19.649, 15.628, 15.037], [18.462, 15.498, 12.202], [17.550, 16.672, 14.889], [16.642, 15.672, 13.760], [17.068, 17.456, 13.423], [19.164, 17.899, 12.913], [16.763, 14.462, 9.706], [15.834, 13.283, 9.957], [14.353, 13.697, 9.967], [15.916, 12.405, 8.789], [17.855, 14.250, 9.646], [16.554, 15.245, 10.439], [16.465, 14.937, 8.769], [16.111, 12.701, 10.856], [14.220, 14.437, 10.801], [13.564, 12.929, 10.096], [14.056, 14.161, 9.037], [16.741, 12.658, 8.432], [11.811, 13.667, 13.013], [11.203, 12.446, 13.888], [10.004, 12.715, 14.681], [11.119, 11.272, 13.112], [12.620, 13.451, 12.355], [11.984, 14.491, 13.688], [10.958, 13.947, 12.343], [12.048, 12.173, 14.564], [9.059, 12.842, 14.109], [10.087, 13.543, 15.403], [9.923, 11.796, 15.183], [10.290, 11.406, 12.553], [11.989, 9.751, 16.590], [12.155, 8.496, 15.740], [11.613, 7.234, 16.345], [11.447, 8.707, 14.462], [11.835, 10.678, 15.942], [12.835, 9.932, 17.232], [11.179, 9.533, 17.347], [13.195, 8.140, 15.535], [11.914, 6.382, 15.708], [10.482, 7.300, 16.376], [12.011, 7.172, 17.346], [11.556, 9.632, 14.055]],
  "e_lumo_ev": 0.4792,
  "de_lowest_ev": 0.000,
  "multiplicity": 1,
  "gap_ev": 10.202,
  "e_homo_ha": -0.35732,
  "smiles": "O=C1OCCO1.O=C1OCCO1.O=C1OCCO1.CC(C)O.CC(C)O.CC(C)O.CC(C)O.CC(C)O.CC(C)O.CC(C)O.CC(C)O.CC(C)O"
}